1.
Molecular formula: C36H46BaN3O7S
Method: DFT, ωB97M-V/def2-TZVPD

As for the HOMO energy: -3.27 eV. Its total charge is -1. As for the LUMO energy: 1.217 eV. The orbital gap comes out at 0.1650 hartree. The value obtained for the strongest force on any atom is 4.84 eV/A.

Positions of all 94 atoms, in Å:
O  3.726  8.548  1.552
S  1.123  -2.140  -2.043
H  -2.255  -0.780  4.536
H  -1.178  1.471  4.022
C  0.828  -1.111  2.971
C  -1.375  -0.349  1.959
C  -1.496  0.900  1.308
C  -2.814  1.671  -2.102
H  0.379  1.509  3.169
C  -1.281  -1.238  4.353
H  2.980  6.948  -1.866
C  5.801  0.527  0.319
H  -1.752  1.661  -2.363
H  2.109  4.618  -2.161
C  -0.548  -0.470  3.243
C  2.383  4.696  1.206
H  0.274  0.803  4.787
C  4.286  -0.484  -1.694
H  6.117  -1.032  -2.664
C  1.583  2.798  -0.239
O  1.060  -0.854  -2.745
H  -1.545  -4.667  1.797
C  2.330  5.012  -1.178
C  -2.366  0.795  0.208
C  -2.514  -2.762  1.422
C  -2.412  -4.675  -3.368
C  -2.309  3.269  -0.264
C  -0.249  -4.459  -2.323
O  2.338  -2.875  -2.308
C  4.422  0.563  0.331
H  -3.468  -0.951  -0.563
H  -3.312  2.452  -2.688
H  2.209  4.048  2.055
H  -3.652  -6.412  -3.122
C  -1.285  -3.602  1.798
H  -1.241  -1.485  -3.592
C  -0.234  -3.112  -2.652
C  -4.469  2.033  -0.262
C  -3.025  -3.372  0.106
H  0.738  -2.059  2.447
N  7.828  -0.124  -0.823
C  -2.784  -0.548  0.173
C  -1.284  -2.539  -3.347
H  -3.106  -4.459  0.206
C  -3.599  -5.520  -3.745
C  3.053  6.785  0.258
H  8.246  -0.304  -1.718
H  -0.496  -3.438  1.063
N  3.664  0.078  -0.655
H  1.415  -0.435  2.341
C  2.842  5.986  1.378
O  1.692  2.007  0.729
H  3.884  1.017  1.155
H  0.597  -4.868  -1.784
H  -1.238  3.227  -0.470
O  3.714  8.816  -0.570
H  1.374  -1.274  3.908
H  -2.453  3.524  0.787
H  -1.358  -6.285  -2.417
H  3.040  6.391  2.359
C  -2.205  -1.272  1.233
C  6.455  -0.042  -0.778
H  -3.199  -2.879  -4.238
H  3.653  -0.901  -2.465
N  3.525  8.139  0.424
H  -2.330  -3.153  -0.701
C  -2.971  1.930  -0.596
H  -4.529  -4.961  -3.634
H  -1.438  -2.283  4.106
H  -4.600  2.192  0.810
C  5.661  -0.564  -1.801
H  -1.116  1.838  1.685
C  -2.368  -3.326  -3.705
O  0.845  -1.977  -0.614
C  2.118  4.201  -0.066
H  -4.009  -2.989  -0.168
H  -4.984  1.109  -0.530
H  -3.361  -2.549  3.431
H  -3.249  0.706  -2.370
H  -3.524  -5.841  -4.787
H  -0.897  -3.365  2.785
C  -1.336  -5.235  -2.684
H  -0.703  -1.201  5.283
H  -2.750  4.066  -0.871
H  -3.887  -4.011  2.575
H  8.344  0.491  -0.220
C  2.804  6.298  -1.022
C  -3.637  -2.950  2.457
C  -0.254  0.921  3.835
H  -4.939  2.866  -0.801
Ba  1.042  0.249  -0.715
H  -4.528  -2.416  2.120
H  6.369  0.933  1.147
O  1.060  2.503  -1.341

The molecule's Mulliken atomic charges, reported in e, are given here: -0.6243 1.5681 0.3314 0.3806 -1.2355 -0.4009 0.0176 -1.6433 0.1843 -1.9679 0.4738 -0.7459 0.2372 0.4865 3.0630 -0.2619 0.5086 -0.5260 0.3284 1.1572 -0.9275 0.5458 -0.3570 -0.1307 3.0387 1.2092 -1.8943 -0.6640 -0.7816 -0.8426 0.3079 0.4848 0.4299 0.3718 -1.7167 0.4237 -0.4060 -1.8585 -2.1844 -0.0158 -0.5154 -0.8393 -0.0063 0.5392 -1.6715 -0.0494 0.2167 -0.0198 0.1831 -0.1461 -0.4805 -1.0457 0.4973 0.4651 0.2018 -0.6291 0.5526 0.3032 0.3087 0.4807 -0.1221 1.1152 0.3559 0.6041 0.9968 0.2234 2.3291 0.3772 0.3117 0.3868 -0.9024 0.2502 -0.7160 -0.7375 0.1135 0.3081 0.2935 0.2391 0.2084 0.3588 0.3128 -0.8013 0.4731 0.4584 0.4596 0.2142 -0.5158 -1.8704 -2.3053 0.4351 1.8429 0.3650 0.3127 -1.0841

***

2.
Molecular formula: C36H46ClF6Ge2IN4O5PTl
Method: DFT, ωB97M-V/def2-TZVPD

As for the HOMO energy (alpha / beta): -10.80 / -11.21 eV. Its spin multiplicity is 2. Its total charge is +1. As for the LUMO energy (alpha / beta): -2.960 / -4.910 eV. The orbital gap (alpha / beta) comes out at 0.2883 / 0.2316 hartree. The value obtained for the strongest force on any atom is 0.67 eV/A.

Positions of all 103 atoms, in Å:
C  -5.607  -3.098  2.815
C  -1.178  -0.715  -2.558
C  1.342  -2.862  0.216
H  4.903  2.522  1.964
H  1.980  -3.488  -2.526
O  1.973  -7.209  2.442
C  2.636  -2.898  0.746
F  0.324  -0.444  3.073
H  0.369  -5.978  1.202
H  -1.952  -1.304  -2.073
C  5.018  3.473  -3.131
C  1.993  3.257  0.292
H  -5.002  -0.270  0.330
H  -1.345  -1.708  -4.493
C  -5.710  -4.187  3.745
H  0.368  -3.747  -3.175
C  -3.325  -4.484  3.808
H  4.194  0.149  1.464
C  -3.022  3.842  0.325
Ge  2.754  1.493  -0.045
H  0.976  -2.205  -5.144
H  1.352  2.536  -3.891
C  3.007  3.800  -4.398
C  1.721  -2.709  -4.526
H  2.461  4.325  -5.171
H  -1.654  2.306  2.125
H  -7.341  -0.848  0.971
H  -1.020  4.633  0.616
I  -1.674  -5.497  4.499
N  -2.374  1.831  1.582
N  -2.597  2.425  0.308
C  -4.593  -4.857  4.212
C  2.266  -5.099  1.579
Cl  -7.251  -4.684  4.295
C  -6.511  -1.394  1.396
H  4.803  4.943  -4.676
C  3.074  2.095  -2.690
N  2.744  -6.277  2.319
C  1.189  -3.031  -3.125
F  0.372  1.807  2.933
C  2.876  4.469  -0.024
H  -0.659  -0.085  -4.592
H  -2.383  -0.301  -4.319
C  -3.113  -3.370  2.905
F  2.569  -0.495  2.960
H  4.976  1.905  -1.688
H  -3.237  1.862  2.110
H  -3.491  5.273  -1.227
H  -4.725  -5.680  4.901
C  -2.016  4.738  1.053
H  6.047  3.728  -2.916
H  3.260  -2.027  0.615
H  -4.819  4.929  0.820
C  1.775  0.027  -2.568
H  -1.956  4.497  2.115
F  1.432  0.614  1.245
H  2.381  5.382  0.309
H  4.904  0.265  -0.147
H  -1.720  2.357  -0.197
F  2.637  1.769  2.890
O  -1.382  -3.292  -0.885
C  0.517  -3.996  0.370
H  -4.342  3.791  2.066
H  3.069  4.566  -1.091
H  6.275  1.484  1.609
H  1.711  3.261  1.342
C  -4.395  3.939  0.985
H  -1.397  -4.996  0.176
C  -5.200  -1.068  1.038
H  -5.075  3.199  0.558
C  -6.716  -2.413  2.291
O  0.944  -1.715  -0.362
N  -4.144  -1.695  1.522
H  2.604  -2.071  -4.482
Tl  -1.506  -0.797  1.060
C  5.379  1.934  1.181
C  2.409  1.001  -1.913
O  -1.989  -3.000  2.570
F  1.540  0.733  4.634
H  1.077  3.284  -0.305
C  0.995  -5.106  1.062
H  1.851  0.128  -3.656
H  2.008  -3.624  -5.045
P  1.491  0.665  3.070
H  4.100  -4.031  1.839
C  3.103  -4.003  1.422
H  -2.306  5.786  0.974
H  3.835  4.414  0.491
O  3.873  -6.239  2.759
C  4.445  0.838  0.662
C  4.395  2.455  -2.421
H  -1.212  0.304  -2.165
H  5.702  2.614  0.391
C  -3.121  4.252  -1.141
C  2.387  2.785  -3.688
H  -2.141  4.212  -1.624
H  -7.714  -2.695  2.595
C  -1.398  -0.702  -4.076
C  -4.331  -2.692  2.397
H  -3.798  3.587  -1.678
Ge  0.584  -1.459  -2.146
C  4.323  4.149  -4.121
C  -0.849  -4.092  -0.145

Results of the Mulliken charge analysis, in e, for atoms 1 through 99: 0.1678 -0.2515 -0.7432 0.3019 0.4823 -0.6245 -0.0121 -0.2811 0.6545 0.4579 -0.7691 -0.3922 0.5737 0.3593 0.7330 0.4103 -0.3962 0.5092 1.6751 0.7566 0.2940 0.4834 -0.7096 -1.2748 0.4241 0.1565 0.4299 0.2240 0.1900 -0.4773 0.0971 -0.6247 -0.9871 -0.1938 -0.9739 0.4107 -0.3375 1.0426 -0.5155 -0.3137 -1.3054 0.3089 0.3945 0.3750 -0.3580 0.3993 0.2029 0.4362 0.4405 -1.4881 0.4550 0.4062 0.4787 -1.3340 0.3912 -0.4585 0.4225 0.7784 0.0767 -0.2469 -0.3219 1.9526 0.4022 0.2597 0.4331 0.6097 -1.9156 0.3619 -0.3823 0.3415 -0.6585 -0.2583 0.0786 0.2990 1.2390 -1.3502 0.5704 -0.4157 -0.3041 0.1903 -0.4915 0.6752 0.4057 1.3587 0.5478 -0.5842 0.4565 0.2664 -0.6183 -0.5382 0.0285 0.1505 0.3174 -1.7400 -0.4954 0.3536 0.4424 -1.4656 0.2151

***

3.
Molecular formula: C36H46ClMgN6O4
Method: DFT, ωB97M-V/def2-TZVPD

As for the HOMO energy: -11.37 eV. Its total charge is +1. As for the LUMO energy: -2.408 eV. The orbital gap comes out at 0.3293 hartree. The value obtained for the strongest force on any atom is 0.18 eV/A.

Positions of all 94 atoms, in Å:
H  0.075  -3.810  -1.015
C  -0.015  -3.065  1.705
C  -2.530  1.009  1.167
H  3.082  2.098  1.479
H  -1.984  0.214  -5.182
H  -2.258  -2.320  -4.877
C  -3.845  6.116  3.445
C  -2.305  -2.900  2.622
H  0.784  -2.121  -4.168
H  -2.645  0.452  -3.559
C  -4.651  6.065  2.320
C  -1.980  -2.210  -3.829
N  -0.299  -0.728  -1.200
H  2.210  4.390  -2.035
H  0.552  4.910  -1.766
H  1.133  -5.851  1.380
H  -4.311  -2.630  3.343
H  1.512  -1.031  2.761
C  -1.035  -1.011  -3.693
O  1.136  2.899  -0.129
C  -0.649  -0.862  -2.283
C  -2.863  5.152  3.636
H  4.440  0.017  0.864
C  -3.541  -0.886  2.365
H  -2.208  -3.924  2.948
H  3.467  1.036  2.833
Cl  0.834  3.941  -3.896
N  -3.595  1.676  1.150
C  3.525  1.304  -1.112
C  1.231  -0.066  3.171
H  1.817  0.134  4.076
H  4.151  -4.800  -0.178
H  0.340  -4.699  -3.310
H  2.912  -3.557  1.392
C  -2.424  -0.358  1.720
C  -3.471  -2.180  2.833
H  -2.233  5.186  4.515
H  2.247  -1.749  -0.759
C  1.178  -4.711  -2.624
C  0.256  -1.225  -4.497
C  2.896  1.110  1.900
H  3.527  2.234  -0.551
H  4.424  -5.649  -2.477
N  2.758  0.261  -0.408
C  1.168  4.107  -2.165
H  0.179  -0.103  3.443
O  -1.402  1.574  0.616
H  1.535  2.457  3.729
H  -4.423  -0.273  2.475
C  1.929  -3.820  0.997
H  2.514  -5.600  -4.049
C  3.344  0.035  0.926
H  -1.817  2.718  -1.049
H  4.559  0.971  -1.258
H  1.128  3.092  2.114
N  -1.287  -1.018  1.541
O  -0.061  -4.346  2.130
H  3.078  1.483  -2.088
C  0.988  2.262  2.800
H  -2.889  -2.064  -3.245
H  2.456  -0.768  -2.211
C  1.251  -4.893  1.879
H  -5.111  5.015  0.506
C  1.024  -4.227  -1.332
C  0.902  2.847  -1.370
H  -3.997  3.151  -0.275
H  -5.419  6.812  2.168
C  2.398  -5.223  -3.041
O  0.469  1.802  -1.901
H  0.917  -0.363  -4.395
C  3.468  -5.253  -2.159
N  1.030  -2.658  1.115
C  -3.496  4.091  1.566
Mg  0.621  0.815  0.070
H  3.016  -0.946  1.272
C  -1.245  -2.283  1.972
H  1.748  -5.032  2.839
H  -0.002  -1.338  -5.550
C  -1.865  2.836  0.032
C  2.846  -0.967  -1.213
H  -1.928  3.393  2.854
H  -1.500  -3.132  -3.500
C  -4.477  5.054  1.383
C  -3.305  2.988  0.551
C  3.313  -4.777  -0.865
C  -1.726  0.291  -4.125
H  -3.981  6.903  4.175
H  -0.070  2.169  3.041
C  -2.692  4.146  2.700
N  1.448  1.005  2.183
H  3.887  -1.301  -1.305
H  -1.194  3.622  0.364
C  2.092  -4.263  -0.442
H  -1.066  1.146  -3.979

The molecule's Mulliken atomic charges, reported in e, are given here: 0.3935 0.0756 -0.2718 0.3536 0.4502 0.4319 -0.4838 -1.0698 0.2653 0.3728 -0.6416 -1.5963 -0.5426 0.3184 0.3485 0.4095 0.4717 0.2959 2.1144 -0.6508 -0.7002 -0.7677 0.5236 -1.3839 0.6109 0.5409 -0.1915 -0.7498 -1.5309 -1.3584 0.4028 0.4480 0.3690 0.6076 0.2175 -0.8197 0.4024 0.3048 -0.7037 -1.5003 -1.3026 0.4376 0.4116 0.1269 -0.6863 0.3863 1.1765 0.5063 0.6160 -0.3346 0.4539 -0.4522 0.2342 0.3999 0.2527 0.5459 -0.4755 0.3222 -1.5759 0.3728 0.2626 -0.8257 0.3531 0.2203 -0.1081 0.6758 0.3893 -0.5387 -0.5461 0.2799 -0.8223 0.1823 0.2147 5.3006 -0.1721 0.5620 0.2845 0.4880 -1.1456 -1.5551 0.1564 0.1969 -0.5884 0.0936 -0.4303 -1.5496 0.3953 0.4607 0.1577 0.0495 0.4853 0.5536 0.1355 0.2033

***

4.
Molecular formula: C36H46FN4O7P2ReS2
Method: DFT, ωB97M-V/def2-TZVPD

As for the HOMO energy (alpha / beta): -5.00 / -4.99 eV. Its spin multiplicity is 2. Its total charge is -1. As for the LUMO energy (alpha / beta): 1.514 / 1.582 eV. The orbital gap (alpha / beta) comes out at 0.2395 / 0.2417 hartree. The value obtained for the strongest force on any atom is 1.42 eV/A.

Positions of all 99 atoms, in Å:
H  -4.355  -3.802  1.268
C  2.146  2.649  0.557
H  -2.596  -3.850  1.053
H  2.138  3.490  -3.423
C  -3.894  -0.333  3.301
C  -0.577  2.295  3.284
P  0.015  -3.488  1.069
C  3.171  3.097  1.381
H  -2.086  -0.450  -4.708
H  -0.425  1.701  1.248
H  -2.816  1.370  3.998
H  -1.281  2.792  3.957
H  0.271  2.960  3.143
N  1.245  1.081  -1.123
S  2.192  -1.831  -1.535
H  -0.809  -1.329  2.975
C  -3.652  0.796  -3.856
O  2.495  -0.823  3.394
C  1.317  1.012  -3.601
H  -2.304  2.991  0.345
H  3.717  4.419  3.002
F  -0.795  -0.976  -2.507
O  1.556  -3.739  3.284
C  1.720  -3.097  -2.695
H  -0.029  3.715  -2.000
C  -3.539  -3.622  0.560
H  5.712  -0.417  1.376
N  -1.612  0.056  -0.249
O  -0.528  -2.311  0.253
H  -5.040  1.939  -2.693
H  -5.109  -0.948  -0.981
C  4.542  1.236  0.646
C  -1.932  -0.200  -2.599
C  2.313  -4.059  -4.887
H  1.211  3.201  0.506
H  -5.068  -2.632  -1.510
H  -4.494  -0.416  4.200
C  -2.176  0.800  2.033
H  -0.916  2.224  -1.759
H  -1.262  4.055  1.305
H  6.064  0.029  -0.286
H  -0.208  1.391  3.774
P  1.910  -1.442  2.057
H  0.120  -1.816  4.413
C  4.357  2.364  1.438
H  2.021  4.542  2.515
C  2.282  2.950  -2.486
H  6.658  1.041  1.045
O  1.322  -4.075  0.361
C  -3.531  1.072  -1.450
H  2.276  3.675  -1.671
H  1.233  1.614  -4.510
C  -1.936  3.192  1.355
O  -0.917  -4.542  1.512
H  0.579  0.223  -3.654
C  -2.373  0.297  -1.391
H  -1.047  -2.937  3.668
C  -2.509  0.002  -3.820
C  3.514  0.838  -0.207
H  -2.789  3.463  1.984
C  5.820  0.435  0.697
C  -3.316  -1.146  1.092
H  1.080  -4.356  -0.561
N  4.453  -1.408  -4.160
C  -4.149  1.323  -2.670
C  -0.307  -2.160  3.470
C  3.036  4.391  2.149
H  -0.583  2.778  -3.401
H  2.302  0.539  -3.583
O  3.180  -2.010  1.335
C  -4.958  -1.972  -0.644
C  2.304  1.513  -0.234
C  -3.586  -2.191  0.013
H  3.262  2.467  -2.509
H  2.975  -2.391  0.442
H  -4.141  0.998  -4.800
C  -2.363  -0.107  0.974
C  2.524  -3.109  -3.837
H  3.279  5.242  1.506
C  -2.950  0.671  3.182
C  0.793  -2.757  2.586
H  -3.661  -4.328  -0.268
C  3.594  -2.168  -4.016
H  -4.792  -2.027  2.363
C  -0.178  2.702  -2.388
H  3.305  -0.311  3.242
H  -5.755  -2.216  0.067
S  0.485  -4.201  -2.386
N  2.150  -4.786  -5.768
H  1.238  -4.609  3.011
C  -4.066  -1.228  2.262
C  -1.217  1.970  1.933
H  -2.808  -2.120  -0.745
H  5.162  2.702  2.088
H  3.672  -0.009  -0.864
H  -3.934  1.474  -0.526
C  1.148  1.923  -2.376
O  1.189  -0.361  1.278
Re  0.319  -0.593  -0.616

The molecule's Mulliken atomic charges, reported in e, are given here: 0.3225 -0.0330 0.5132 0.4545 -1.5946 -1.7043 1.0285 0.5114 0.5684 -1.2402 0.2864 0.5557 0.0281 1.1164 -0.6764 0.2624 -0.7276 -0.7083 -1.8748 0.2859 0.4024 -0.0455 -0.6547 0.4411 0.4094 -1.9194 0.2249 1.6507 -0.7658 0.4354 0.3228 0.3366 0.1144 -0.2523 0.7820 0.4141 0.3551 0.9597 0.0270 0.4279 0.3552 0.3032 0.6407 0.4037 -1.0719 0.3064 -1.8353 0.4411 -0.7085 -0.6840 0.4239 0.6106 -1.7410 -0.9560 0.1419 0.3950 0.3253 -0.9070 -0.0677 0.3896 -1.4714 1.4982 0.1856 -0.6649 -0.9211 -1.7640 -1.7457 0.3362 0.3108 -0.6702 -1.7326 -0.8975 1.3802 0.3773 0.2319 0.3894 -1.5405 0.5458 0.3446 -0.2879 1.1328 0.4393 0.0642 0.2797 -1.2507 0.3849 0.3647 -0.4857 -0.6002 0.5286 -0.4531 2.5854 -0.3510 0.3744 0.5963 0.4385 1.8324 -0.4222 1.8323